# C7H11N4S

A structure of composition C7H11N4S at a distorted geometry (the ωB97M-V functional and the def2-TZVPD basis, the Open Molecules 2025 dataset).

Structure (XYZ):
```
23
Properties=species:S:1:pos:R:3:lowdin_charge:R:1
H -1.9745 -2.9554 0.6104 0.126
N 2.2192 0.0247 -0.4135 0.033
N -0.8080 -0.7900 -1.5845 0.245
H 2.0275 0.6139 -1.2556 0.150
H 3.1208 0.2345 0.0875 0.166
H 1.3321 -2.8934 -0.1393 0.148
H 1.1689 -2.7122 -1.6961 0.135
N -2.2306 -2.2085 -0.0458 0.171
H -2.1227 3.1487 2.2881 0.070
C 0.1245 -1.3220 -0.6183 -0.287
C -1.0792 3.0649 0.4218 -0.148
H -3.2845 -2.2739 -0.4318 0.206
C -1.2558 -1.5669 -0.6441 -0.364
H 1.3211 -0.4441 1.3644 0.115
N 1.2406 -2.2205 -0.8582 0.196
H 0.4784 2.3755 -1.0578 0.132
H -1.4052 4.0698 0.1399 0.116
C 0.2733 1.1970 0.6296 -0.516
S -0.5922 1.2106 2.2032 1.035
C -0.2369 2.1044 -0.2376 -0.122
H 1.9519 -1.3450 -0.8849 0.104
C -1.3810 2.6475 1.6959 -0.419
C 1.1123 0.0406 0.4268 -0.290
```

LUMO: -3.086 eV
Multiplicity: 1
Kohn-Sham gap: 8.496 eV
Total charge: +1

***

# C7H11NO

An isolated molecule of C7H11NO at a distorted geometry (the ωB97M-V functional and the def2-TZVPD basis, the Open Molecules 2025 dataset).

Structure (XYZ):
```
20
Properties=species:S:1:pos:R:3:lowdin_charge:R:1
H -2.3329 0.3792 1.3487 0.106
H 0.1828 -0.3277 2.6854 0.110
C 0.3863 1.7053 -1.0612 -0.130
H -0.9698 -2.6527 -0.3727 0.065
H -0.6068 -3.4625 1.2609 0.063
H 2.0779 -0.9291 0.5370 0.075
H -0.2636 2.6700 -2.8266 0.050
H 1.0200 2.5326 -0.7475 0.094
C -0.3648 -1.3671 1.1848 -0.351
C -0.5994 0.0017 0.3809 -0.286
C 0.5165 0.3855 -0.2195 -0.253
N -1.8645 0.4974 0.4573 0.120
O 0.0209 -1.2674 2.5051 0.025
H -2.1113 1.2826 -0.1336 0.088
H 2.3202 -0.3395 -1.1023 0.084
H 2.5693 0.7505 0.2725 0.082
C 1.9434 -0.0613 -0.1125 -0.055
C -0.2998 1.7808 -2.2040 -0.006
C -0.6559 -2.5599 0.6611 0.056
H -0.9687 0.9815 -2.5138 0.064
```

LUMO: 0.778 eV
SMILES string: C=C/C(C)=C(\N)C(=C)O
Multiplicity: 1
Kohn-Sham gap: 8.860 eV

***

# C7H11NO

An isolated molecule of C7H11NO at a distorted geometry (the ωB97M-V functional and the def2-TZVPD basis, the Open Molecules 2025 dataset).

Structure (XYZ):
```
20
Properties=species:S:1:pos:R:3:lowdin_charge:R:1
C -0.5013 1.5809 0.3219 -0.141
C 2.0298 -0.2305 -0.3676 -0.380
H -1.8648 1.8011 -1.1510 0.101
O 3.0626 0.2619 -0.5160 0.165
N 1.0403 -0.8238 -0.2242 0.148
H -0.6888 0.4796 2.2325 0.116
H -1.1858 2.3981 0.7135 0.126
H -0.9294 -1.7205 -1.0593 0.125
H -2.7881 -0.5512 -1.4171 0.108
C -1.3325 0.9201 -0.7889 -0.257
C -1.2911 -1.3571 -0.0522 -0.145
H 0.3313 2.0568 -0.0877 0.076
H -1.7612 -2.1575 0.6229 0.127
C -0.0396 -0.8829 0.7278 -0.332
H -0.8242 0.6698 -1.7282 0.113
H 0.2411 -1.6841 1.4479 0.149
C -2.2548 -0.2354 -0.5196 -0.201
H -2.9593 0.0805 0.2950 0.122
H 1.0069 0.7124 1.6997 0.110
C -0.0040 0.4694 1.3670 -0.130
```

LUMO: 0.822 eV
SMILES string: O=C=NC1CCCCC1
Multiplicity: 1
Kohn-Sham gap: 10.793 eV

***

Energy relative to the best compared isomer or geometry (same formula, charge and spin) list, top to bottom, in kcal/mol: 73.8, 58.6, 27.2
HOMO energy list, top to bottom, in eV: -11.58, -8.08, -9.97